Entry from OMol25: a cluster of 7 separate species, C40H69BIO19P2 in total (the ωB97M-V functional and the def2-TZVPD basis).

Summary:
Charge ... -1
E_HOMO ... -3.01 eV
Largest force on an atom ... 1.3 eV/Å
E_tot ... -4000.44754 Ha
Frontier orbital gap ... 0.1896 hartree
Energy above the lowest of the compared OMol25 structures with the same formula, charge and spin ... 0.000 eV

Structure (XYZ):
```
132
Properties=species:S:1:pos:R:3:mulliken_charge:R:1
I 1.817 5.678 0.855 -0.05
P -0.081 0.548 1.831 -0.14
P -1.145 2.206 0.566 2.26
O 3.656 -3.851 -4.085 -0.45
O 2.706 1.706 0.034 -0.71
O 7.273 -2.036 -1.332 -0.37
O 3.645 -4.117 -6.299 -0.37
O 7.406 -2.192 -3.552 -0.69
O 3.989 -4.546 1.340 -0.67
O -0.597 -0.914 1.164 -0.09
O 0.652 -5.503 -2.578 -0.19
O -2.970 -0.061 -0.055 -0.92
O -4.719 6.595 -0.396 -0.38
O 2.659 -0.141 -2.907 -0.64
O 1.457 0.161 -1.035 0.50
O 0.165 -7.649 -2.213 -0.63
O -2.976 5.163 5.503 -0.36
O -4.990 4.389 -0.144 -0.55
O -3.300 -2.310 5.557 -0.33
O -2.748 4.471 7.645 -0.53
O -3.778 -0.581 4.223 -0.58
O 2.054 -3.436 1.318 -0.25
C -2.862 3.177 4.028 1.09
C 1.885 -5.763 1.137 -0.50
C 4.587 -4.467 -7.325 -0.44
C 5.946 -4.059 -6.771 -0.60
C 0.491 2.339 -0.645 -0.68
C 0.257 -6.728 -2.973 0.44
C -4.720 -1.863 7.380 -0.55
C 7.242 0.302 -1.044 -0.48
C -3.734 4.051 4.938 -1.00
C -4.765 7.541 -1.473 -0.51
C 5.757 -4.267 -5.268 0.18
C -0.195 3.446 1.761 -1.78
C 6.953 -0.035 -2.507 -0.34
C -4.925 5.335 -0.863 0.64
C -4.461 6.733 -2.731 -0.52
C 3.436 -1.211 -0.906 -0.06
C 1.637 1.433 -0.482 -0.65
C -2.276 4.880 6.611 0.23
C -0.152 4.951 1.559 -1.28
C 0.562 -5.140 0.699 -0.09
C -4.029 -1.225 5.195 0.41
C -5.162 -1.020 6.185 -0.29
C -1.934 3.604 -0.564 -1.79
C 2.792 -4.558 1.269 0.50
C -1.949 0.706 -2.189 -0.90
C 2.533 -0.339 -1.722 0.29
C 0.644 -3.749 1.320 0.45
C -0.050 -6.713 -4.458 -0.57
C 6.933 -1.023 -0.358 -0.05
C -1.078 -0.520 -2.573 -0.70
C 0.625 -5.425 -4.929 -0.18
C 7.245 -1.521 -2.568 0.60
C -3.883 -2.945 6.704 -0.44
C 4.270 -4.044 -5.091 0.43
C -3.157 3.404 2.534 -1.36
C -2.812 2.237 1.603 -1.83
C -0.359 5.721 2.871 -1.28
C -5.051 5.369 -2.375 -0.42
C 0.569 -4.562 -3.678 -0.24
C -0.838 0.437 3.503 -0.58
B -2.055 0.849 -0.600 1.64
H -1.898 0.170 3.517 -0.17
H 0.956 3.321 -0.537 0.02
H 6.771 -4.623 -7.202 0.36
H 5.994 -5.285 -4.956 0.29
H -1.202 5.084 6.506 0.39
H -0.314 -5.705 1.011 0.44
H 3.324 -2.243 -1.246 0.32
H 0.119 -2.985 0.753 -0.32
H -1.618 1.614 -2.695 0.29
H -5.763 7.987 -1.499 0.27
H -0.316 6.800 2.713 0.54
H -1.438 -1.187 1.549 0.17
H -5.538 -2.266 7.974 0.32
H -4.541 4.525 4.385 0.33
H 6.119 -3.001 -6.973 0.27
H -3.064 2.128 4.241 -0.22
H -4.035 8.322 -1.278 0.34
H 0.144 -4.960 -5.787 0.43
H -0.310 -0.378 4.013 0.53
H 8.299 0.546 -0.926 0.30
H -2.956 0.517 -2.591 0.67
H -3.382 6.642 -2.857 0.26
H -1.830 3.430 4.273 -0.03
H -1.321 5.465 3.316 0.19
H 4.517 -5.543 -7.505 0.25
H -4.872 7.179 -3.635 0.33
H 1.812 -6.243 2.115 0.28
H -2.725 3.203 -1.204 0.13
H 1.390 -3.856 -3.623 0.19
H 5.879 -1.134 -0.109 0.06
H -0.441 3.245 2.808 0.16
H -5.274 0.035 6.418 0.24
H -6.108 5.292 -2.633 0.33
H 2.289 -6.466 0.415 0.30
H -4.492 -3.784 6.360 0.28
H -4.088 -1.265 8.037 0.28
H 0.339 -7.609 -4.933 0.33
H -0.755 -1.051 -1.675 -0.15
H 1.665 -5.618 -5.190 -0.03
H 3.198 -1.161 0.153 0.41
H -3.034 1.306 2.127 0.86
H 5.903 0.115 -2.765 0.08
H -0.378 -4.025 -3.589 0.14
H -3.082 -3.326 7.333 0.30
H 0.532 -5.048 -0.385 -0.15
H 6.657 1.130 -0.651 0.34
H -2.408 4.399 0.012 0.11
H 7.523 -1.197 0.537 0.36
H 4.469 -0.902 -1.064 -0.77
H -1.674 -1.240 -3.139 0.33
H -0.647 1.335 4.087 0.37
H 4.315 -3.940 -8.237 0.34
H -0.207 -0.244 -3.160 0.27
H -4.249 3.520 2.499 0.97
H 0.836 3.078 1.712 1.45
H 0.173 2.288 -1.688 0.69
H -2.780 4.372 2.194 -0.24
H 6.322 -3.546 -4.680 -0.21
H -0.820 5.393 0.831 0.58
H -1.156 4.060 -1.180 0.48
H -6.082 -1.393 5.731 0.28
H -3.575 2.293 0.819 0.37
H 7.580 0.506 -3.210 0.38
H -3.767 -0.066 -0.596 0.23
H 0.294 -3.719 2.354 0.11
H -1.135 -6.679 -4.578 0.25
H -4.148 3.474 5.765 0.44
H -4.505 4.538 -2.814 0.22
H 0.423 5.459 3.587 0.38
```